Entry 1:
Molecular formula: C11H20N3
Method: DFT, wB97M-V/def2-TZVPD

The HOMO-LUMO gap is 0.327 Eh. As for the SMILES: C=N[C@@H]1/C(=C/CC)[N+]12CCN(C)CC2. Its highest occupied orbital energy is -11.92 eV. As for the total charge: +1. The value obtained for the energy above the lowest of the compared OMol25 structures with the same formula, charge and spin is 109.9 kcal per mole.

Cartesian coordinates (Å):
C1 0.76894 -3.22899 1.48598
N1 0.12699 -2.36866 0.82061
C2 -0.27846 -1.15724 1.37451
C3 -1.33310 -0.43032 0.90996
C4 -2.65344 -0.12001 0.99037
C5 -3.27995 0.80846 -0.04238
C6 -4.03617 0.11351 -1.11438
N2 -0.09222 0.02603 0.45561
C7 0.26004 -0.31311 -0.94395
C8 1.74601 -0.38588 -0.98525
N3 2.27515 0.93643 -0.85872
C9 3.58058 1.35322 -1.35315
C10 1.96733 1.31498 0.52586
C11 0.56979 1.31258 0.88591
H1 0.99391 -4.31980 1.06511
H2 0.99739 -3.01813 2.54180
H3 0.05883 -0.91442 2.42302
H4 -3.31176 -0.82545 1.40609
H5 -4.09780 1.48223 0.23586
H6 -2.46013 1.55025 -0.29993
H7 -4.20062 0.75686 -1.94170
H8 -4.91101 -0.40929 -0.83033
H9 -3.38637 -0.59021 -1.60780
H10 -0.06081 0.50388 -1.47364
H11 -0.31558 -1.15049 -1.20045
H12 2.20605 -0.99169 -0.11608
H13 2.15925 -0.78622 -1.99731
H14 3.65619 2.33470 -1.00859
H15 4.36828 0.72379 -0.94020
H16 3.69675 1.18373 -2.44457
H17 2.15541 2.36186 0.67386
H18 2.57110 0.66709 1.10137
H19 0.35560 1.50347 1.90624
H20 -0.09620 2.07684 0.35627

***

Entry 2:
Molecular formula: C3H8O
Method: DFT, wB97M-V/def2-TZVPD

The HOMO-LUMO gap (spin up / spin down) is 0.404 / 0.291 Eh. Its spin multiplicity is 2. Its highest occupied orbital energy (spin up / spin down) is -16.91 / -16.90 eV. As for the total charge: +1. The value obtained for the energy above the lowest of the compared OMol25 structures with the same formula, charge and spin is 27.8 kcal per mole.

Cartesian coordinates (Å):
C1 -0.57711 1.55429 -1.02642
H1 -0.17744 2.49415 -1.45168
H2 -1.44325 1.80260 -0.42019
H3 0.23134 1.09726 -0.43862
H4 -0.73999 0.83279 -1.80221
C2 -0.38927 -0.78138 1.22061
C3 0.59114 -1.42294 0.52289
O1 1.68401 -0.64267 0.24298
H5 -1.20856 -1.38033 1.62933
H6 -0.81579 0.21447 1.02477
H7 0.46618 -2.43605 0.20383
H8 2.37874 -1.33219 0.29471

***

Entry 3:
Molecular formula: C31H41NOPPdSbSi
Method: DFT, wB97M-V/def2-TZVPD

The HOMO-LUMO gap (spin up / spin down) is 0.226 / 0.209 Eh. Its spin multiplicity is 5. Its highest occupied orbital energy (spin up / spin down) is -5.55 / -7.50 eV.

Cartesian coordinates (Å):
Pd1 -0.05752 0.65634 -1.14984
Si1 -0.35848 2.94905 -0.84837
P1 0.44310 0.91611 -3.45373
N1 1.84611 0.61742 -0.41477
H1 -2.99648 -0.70066 -0.60214
C1 0.58944 -0.56023 -4.49998
H2 0.76809 -0.25569 -5.54624
H3 -0.34012 -1.14187 -4.42520
H4 1.43302 -1.16881 -4.14594
C2 -0.87831 1.84607 -4.31408
H5 -0.63258 1.90315 -5.38457
H6 -0.97802 2.85916 -3.90320
H7 -1.82102 1.29810 -4.18057
C3 1.97573 1.84516 -3.81696
H8 2.02613 2.08182 -4.89017
H9 2.83095 1.21483 -3.54088
H10 2.01067 2.77095 -3.23059
C4 -2.21544 3.28795 -0.98619
H11 -2.76265 2.58504 -0.35026
H12 -2.57634 3.16446 -2.01150
H13 -2.49131 4.29968 -0.66790
H14 -0.00342 3.40264 0.53024
H15 0.34668 3.86869 -1.79599
C5 3.14040 0.83167 -0.38298
C6 5.44286 -0.07396 -0.08772
C7 4.10846 -0.26426 -0.38803
C8 3.73971 2.16136 -0.24133
C9 5.07699 2.33887 0.05999
C10 5.94135 1.22519 0.14732
H16 6.12122 -0.93458 -0.02130
H17 3.72407 -1.26943 -0.56443
H18 3.07232 3.02607 -0.31884
H19 5.47215 3.33939 0.25000
H20 6.99556 1.37436 0.40054
C11 -2.86879 -0.98843 -1.68402
O1 -1.54727 -0.66584 -2.07746
C12 -3.01241 -2.52591 -1.79369
H21 -3.94267 -2.85141 -2.27312
H22 -2.97696 -2.97048 -0.79127
H23 -2.16739 -2.95606 -2.36321
C13 -3.94620 -0.21600 -2.46098
H24 -3.97953 -0.51241 -3.51560
H25 -3.78094 0.87051 -2.42082
H26 -4.93488 -0.40238 -2.02031
C14 -4.48623 -2.65257 3.17807
C15 -4.54087 -1.33522 2.70827
C16 -3.39238 -0.74588 2.15158
C17 -2.20177 -1.47345 2.07025
C18 -2.13055 -2.76722 2.59795
C19 -3.28338 -3.36998 3.13042
Sb1 -0.39596 -0.47304 1.24084
C20 -0.04151 1.02013 2.79875
C21 1.11475 1.79410 2.70103
C22 1.28411 2.91004 3.53438
C23 0.29087 3.23966 4.46488
C24 -0.86764 2.46017 4.56352
C25 -1.03021 1.33604 3.73837
C26 0.96512 -2.15540 1.26312
C27 2.05551 -2.19616 2.13662
C28 2.94250 -3.28253 2.07793
C29 2.70982 -4.32803 1.17418
C30 1.59680 -4.29545 0.32416
C31 0.72628 -3.19713 0.36198
H27 -5.37925 -3.11573 3.59343
H28 -5.46671 -0.75726 2.77738
H29 -3.43934 0.29179 1.81080
H30 -1.18437 -3.31452 2.61569
H31 -3.23492 -4.39169 3.51699
H32 1.86397 1.56883 1.93523
H33 2.17677 3.53135 3.43451
H34 0.41176 4.11358 5.10297
H35 -1.65529 2.73063 5.27305
H36 -1.93971 0.74131 3.83080
H37 2.22023 -1.40115 2.86860
H38 3.81181 -3.30756 2.74194
H39 3.40140 -5.16766 1.12896
H40 1.40150 -5.11606 -0.36680
H41 -0.13937 -3.16957 -0.30371

***

Entry 4:
Molecular formula: C7H12
Method: DFT, wB97M-V/def2-TZVPD

The HOMO-LUMO gap (spin up / spin down) is 0.193 / 0.182 Eh. Its spin multiplicity is 2. Its highest occupied orbital energy (spin up / spin down) is -1.01 / -0.75 eV. As for the total charge: -1. The value obtained for the energy above the lowest of the compared OMol25 structures with the same formula, charge and spin is 50.1 kcal per mole.

Cartesian coordinates (Å):
C1 1.41041 -1.41422 -0.80524
C2 -0.09937 -1.44657 -0.98629
C3 -0.70053 -0.05067 -1.23107
C4 -0.84795 0.83752 -0.03834
C5 -1.94869 0.96624 0.89540
C6 1.05753 1.04852 1.71293
C7 0.26732 1.50166 0.71172
H1 1.86509 -2.39340 -0.68641
H2 1.89690 -0.83372 -1.59037
H3 1.62258 -0.83848 0.10250
H4 -0.59676 -1.85865 -0.11488
H5 -0.36102 -2.06780 -1.84803
H6 -0.14170 0.45542 -2.02092
H7 -1.70133 -0.25283 -1.62226
H8 -2.54763 1.85117 1.03198
H9 -2.15168 0.18192 1.63756
H10 1.00485 -0.01345 1.96672
H11 1.66233 1.72646 2.30015
H12 0.30963 2.60086 0.58485

***

Entry 5:
Molecular formula: C33H44N2O2P
Method: DFT, wB97M-V/def2-TZVPD

The HOMO-LUMO gap is 0.166 Eh. Its highest occupied orbital energy is -9.42 eV. As for the total charge: +1.

Cartesian coordinates (Å):
C1 5.81652 -10.49713 11.41215
O1 4.41503 -10.71900 11.71097
C2 3.52709 -9.75368 11.35337
C3 2.14760 -10.08579 11.43058
C4 1.20117 -9.19992 10.96947
C5 1.57109 -7.93748 10.42330
C6 0.57480 -7.03062 9.84721
C7 -0.62056 -7.57064 9.28979
C8 -1.84969 -6.93826 9.09532
C9 -3.08804 -7.65050 9.36797
C10 -4.33145 -6.96297 9.45456
C11 -5.50450 -7.63909 9.78267
C12 -5.48307 -9.01852 10.03873
C13 -4.26960 -9.71479 9.97467
C14 -3.09371 -9.04884 9.64819
C15 0.79232 -5.59180 9.88443
C16 1.56228 -4.96390 10.90312
C17 1.67727 -3.59199 10.97348
C18 0.92532 -2.77797 10.08786
O2 1.02029 -1.43084 10.23969
C19 0.13741 -0.58532 9.45634
C20 0.13195 -3.38160 9.08356
C21 0.18207 -4.75872 8.92320
C22 2.94810 -7.61848 10.39272
C23 3.91701 -8.48981 10.85192
H1 6.30014 -11.42971 11.70606
H2 5.96791 -10.31459 10.34154
H3 6.22679 -9.66027 11.99284
H4 1.87604 -11.06454 11.83114
H5 0.13830 -9.46677 11.03416
H6 -0.58077 -8.64545 9.07224
H7 -1.94822 -5.86076 8.95080
H8 -4.35642 -5.89043 9.26580
H9 -6.44759 -7.10140 9.84144
H10 -6.40291 -9.54883 10.28233
H11 -4.24563 -10.78579 10.18087
H12 -2.16135 -9.62056 9.61610
H13 2.07281 -5.57350 11.65043
H14 2.31891 -3.10689 11.70520
H15 0.37895 0.42937 9.78572
H16 0.33905 -0.68366 8.37788
H17 -0.91869 -0.81104 9.66135
H18 -0.48200 -2.76700 8.41936
H19 -0.27911 -5.21380 8.04583
H20 3.27246 -6.67409 9.96436
H21 4.97456 -8.21898 10.79545
C24 1.81330 -3.01240 3.44809
C25 0.89241 -2.78610 4.63532
C26 1.44635 -3.44872 5.89266
C27 0.79008 -1.26511 4.83439
N1 -0.43126 -3.36650 4.35782
C28 -0.88958 -3.39429 2.96999
C29 -2.40594 -3.28225 2.95750
N2 -2.87688 -3.16458 4.33642
C30 -4.06368 -2.32479 4.59938
C31 -5.03799 -2.45442 3.43990
C32 -3.68602 -0.84165 4.69398
C33 -4.66960 -2.80358 5.91749
P1 -1.67036 -3.35739 5.48492
H22 -1.81344 -4.75544 6.23772
H23 1.54402 -2.36054 2.60753
H24 2.82626 -2.72896 3.74803
H25 1.82190 -4.05891 3.13334
H26 0.89143 -3.18666 6.80056
H27 1.42881 -4.54450 5.79535
H28 2.48715 -3.13303 6.05165
H29 0.24923 -0.99216 5.75482
H30 1.80607 -0.84611 4.88562
H31 0.28257 -0.80725 3.97576
H32 -0.44677 -2.58398 2.36468
H33 -0.60808 -4.35188 2.50086
H34 -2.71607 -2.42731 2.32973
H35 -2.81218 -4.19682 2.49238
H36 -5.23178 -3.49909 3.17806
H37 -5.98045 -1.98725 3.73845
H38 -4.67814 -1.90392 2.56075
H39 -3.09281 -0.61423 5.58871
H40 -3.12598 -0.53488 3.80226
H41 -4.61136 -0.24734 4.72596
H42 -4.01017 -2.62519 6.77797
H43 -5.61082 -2.27299 6.09950
H44 -4.88513 -3.88008 5.87050